Record 1
ORCA calculation (the ωB97M-V functional and the def2-TZVPD basis) on a 11-piece molecular cluster, C45H105F3N9O15S overall at a distorted geometry.

Properties
LUMO: -10.034 eV
HOMO energy: -11.09 eV
M: 1101.4 Da

ORCA input file:
```
! wB97M-V def2-TZVPD RIJCOSX def2/J DEFGRID3
* xyz 5 1
C 3.082 -10.029 3.925
O 3.098 -9.100 2.765
C 3.757 -7.908 2.966
C 3.599 -7.122 1.679
N 3.723 -8.054 0.510
H 3.407 -8.958 0.716
H 2.975 -7.597 -0.151
C 5.035 -8.212 -0.170
C 5.768 -9.460 0.302
O 6.026 -9.441 1.685
C 6.652 -10.594 2.248
H 4.110 -10.160 4.322
H 2.579 -10.919 3.554
H 2.542 -9.657 4.759
H 4.764 -8.108 3.296
H 3.153 -7.408 3.725
H 4.283 -6.318 1.545
H 2.669 -6.650 1.520
H 5.657 -7.340 0.075
H 4.866 -8.178 -1.233
H 6.684 -9.560 -0.327
H 5.136 -10.316 0.016
H 7.622 -10.886 1.847
H 5.966 -11.471 2.250
H 6.811 -10.317 3.286
C -2.417 -10.440 -3.334
O -1.445 -9.358 -3.199
C -0.297 -9.707 -2.525
C -0.504 -9.712 -1.028
N -0.973 -8.435 -0.519
H -0.147 -7.678 -0.556
H -1.807 -8.158 -1.096
C -1.442 -8.562 0.931
C -2.880 -9.147 0.933
O -3.721 -8.467 -0.009
C -4.997 -9.192 0.022
H -3.037 -10.509 -2.402
H -1.982 -11.427 -3.659
H -3.125 -10.182 -4.150
H 0.513 -9.078 -2.782
H -0.016 -10.758 -2.805
H 0.511 -9.931 -0.578
H -1.293 -10.386 -0.808
H -1.452 -7.579 1.455
H -0.704 -9.251 1.426
H -3.430 -9.037 1.938
H -2.787 -10.229 0.743
H -5.567 -8.814 -0.811
H -5.594 -9.003 0.940
H -4.859 -10.261 -0.146
C -11.030 2.231 8.379
O -11.508 3.410 8.492
C -11.208 4.579 9.408
C -11.791 5.926 8.827
N -10.873 7.117 9.077
H -10.501 6.909 10.041
H -10.015 7.116 8.429
C -11.529 8.458 8.836
C -10.752 9.680 9.324
O -9.901 9.778 8.181
C -9.127 10.555 7.720
H -10.125 1.934 8.756
H -6.367 8.093 -3.024
H -11.787 1.538 7.922
H -10.190 4.558 9.400
H -11.662 4.232 10.323
H -12.829 6.023 9.193
H -11.872 5.766 7.747
H -12.557 8.321 9.068
H -11.513 8.481 7.766
H -10.313 9.616 10.282
H -11.470 10.512 9.317
H -8.650 11.390 8.300
H -13.094 11.251 6.670
H -8.802 10.317 6.701
C -0.570 6.954 2.527
O -0.487 6.047 1.428
C -1.684 5.931 0.747
C -1.707 6.752 -0.466
N -0.393 6.357 -1.172
H 0.271 6.407 -0.395
H -0.389 5.378 -1.461
C -0.029 7.247 -2.258
C 1.517 7.379 -2.383
O 2.047 7.546 -1.098
C 3.368 8.099 -1.013
H -1.291 6.573 3.257
H -0.905 7.894 2.185
H 0.453 7.014 2.893
H -2.492 6.329 1.388
H -1.887 4.877 0.595
H -1.716 7.828 -0.189
H -2.538 6.584 -1.137
H -0.568 8.197 -2.049
H -0.516 6.835 -3.097
H 1.870 8.109 -3.126
H 1.895 6.433 -2.843
H 3.676 8.033 0.026
H 3.403 9.125 -1.330
H 4.158 7.538 -1.543
C 3.841 0.183 0.132
O 3.517 -0.726 -0.923
C 2.128 -0.899 -1.111
C 1.830 -1.523 -2.513
N 2.850 -2.560 -2.769
H 3.766 -2.143 -2.577
H 2.761 -3.421 -2.165
C 2.793 -3.026 -4.193
C 3.758 -2.275 -5.126
O 3.844 -0.966 -4.725
C 4.885 -0.310 -5.410
H 4.002 1.130 -0.404
H 4.790 -0.175 0.554
H 3.047 0.225 0.884
H 1.594 0.052 -1.036
H 1.799 -1.619 -0.352
H 1.933 -0.764 -3.285
H 0.825 -1.983 -2.612
H 1.744 -2.961 -4.451
H 3.023 -4.071 -4.245
H 3.399 -2.228 -6.154
H 4.730 -2.781 -5.077
H 5.862 -0.551 -5.025
H 4.679 0.771 -5.335
H 4.888 -0.652 -6.439
C 11.058 -0.651 2.630
C 12.297 0.148 2.296
N 12.003 1.424 1.604
C 12.921 2.389 1.351
C 12.328 3.386 0.657
N 10.985 2.942 0.418
C 10.835 1.804 1.076
C 10.081 3.534 -0.554
H 11.273 -1.462 3.263
H 10.670 -1.037 1.640
H 10.366 -0.018 3.198
H 12.849 -0.431 1.553
H 12.867 0.267 3.196
H 13.943 2.313 1.667
H 12.763 4.343 0.329
H 9.939 1.186 1.167
H 10.653 3.990 -1.343
H 9.377 4.271 -0.063
H 9.574 2.742 -1.052
C -3.216 7.802 -9.622
C -4.388 6.870 -9.548
N -4.853 6.576 -8.205
C -4.146 5.894 -7.275
C -4.908 5.768 -6.156
N -6.169 6.224 -6.531
C -6.051 6.744 -7.738
C -7.445 6.170 -5.792
H -2.361 7.461 -9.077
H -3.466 8.770 -9.163
H -2.890 7.904 -10.619
H -4.077 5.951 -10.027
H -5.238 7.128 -10.157
H -3.255 5.446 -7.630
H -4.754 5.265 -5.220
H -6.854 7.234 -8.267
H -7.393 6.702 -4.887
H -7.719 5.103 -5.617
H -8.206 6.689 -6.384
C 0.341 -4.802 -1.118
C 1.605 -5.638 -1.081
O 1.394 -6.829 -0.621
O 2.751 -5.125 -1.293
H 0.161 -4.514 -0.045
H -0.490 -5.427 -1.457
H 0.474 -3.926 -1.694
C -1.100 1.698 -1.045
F -0.440 0.625 -0.518
F -1.823 1.204 -2.107
F -2.057 2.180 -0.310
S 0.124 3.034 -1.722
O -0.776 3.803 -2.615
O 0.510 3.813 -0.539
O 1.117 2.148 -2.310
*
```

---

Record 2
ORCA calculation (the ωB97M-V functional and the def2-TZVPD basis) on a 8-piece molecular cluster, C45H111N3O19P4 overall at a distorted geometry.

Properties
LUMO: 0.458 eV
SMILES string: CCOP(=O)(OCC)OCC.CCOP(=O)(OCC)OCC.CCOP(=O)(OCC)OCC.CCOP(=O)(OCC)OCC.CCN(CC)CC.CCN(CC)CC.CCN(CC)CC.COC(=O)OC
HOMO energy: -8.13 eV
M: 1122.3 Da

ORCA input file:
```
! wB97M-V def2-TZVPD RIJCOSX def2/J DEFGRID3
* xyz 0 1
C -1.819 -0.696 -6.146
C -1.827 -0.819 -4.621
O -2.712 0.160 -4.075
P -4.275 -0.125 -3.835
O -5.099 1.009 -3.401
O -4.737 -0.811 -5.204
C -6.070 -1.293 -5.448
C -6.217 -1.557 -6.910
O -4.162 -1.354 -2.811
C -5.288 -1.705 -2.008
C -5.476 -0.783 -0.792
H -0.995 -0.045 -6.446
H -1.726 -1.636 -6.690
H -2.723 -0.214 -6.513
H -2.009 -1.850 -4.305
H -0.836 -0.580 -4.232
H -6.206 -2.175 -4.815
H -6.801 -0.568 -5.076
H -5.952 -0.751 -7.589
H -5.649 -2.431 -7.246
H -7.239 -1.902 -7.102
H -6.218 -1.749 -2.575
H -5.103 -2.696 -1.596
H -6.390 -1.044 -0.254
H -4.625 -0.804 -0.111
H -5.628 0.267 -1.051
C -3.240 1.481 1.701
C -4.505 2.238 2.049
O -4.336 3.650 1.779
P -5.658 4.539 1.547
O -5.342 5.922 1.226
O -6.500 3.697 0.460
C -6.130 3.850 -0.908
C -4.699 3.489 -1.260
O -6.539 4.329 2.866
C -6.052 4.919 4.096
C -7.189 4.755 5.112
H -2.328 1.847 2.172
H -3.442 0.461 2.030
H -2.977 1.516 0.642
H -5.391 1.775 1.613
H -4.692 2.231 3.130
H -6.805 3.266 -1.537
H -6.329 4.877 -1.228
H -4.507 3.536 -2.331
H -4.031 4.183 -0.748
H -4.508 2.453 -0.970
H -5.110 4.417 4.322
H -5.939 5.983 3.878
H -7.001 5.266 6.052
H -7.996 5.284 4.600
H -7.430 3.704 5.242
C -2.071 -1.614 4.091
C -0.988 -1.029 4.976
O -0.744 -1.949 6.053
P 0.365 -1.646 7.127
O 0.403 -0.320 7.770
O 0.234 -2.875 8.138
C 0.552 -2.749 9.528
C -0.708 -2.391 10.307
O 1.691 -2.003 6.255
C 2.988 -1.841 6.814
C 3.489 -0.427 6.664
H -2.455 -0.893 3.379
H -1.701 -2.489 3.558
H -2.819 -1.998 4.790
H -0.109 -0.784 4.374
H -1.342 -0.118 5.465
H 0.976 -3.707 9.826
H 1.295 -1.961 9.665
H -0.542 -2.315 11.378
H -1.084 -1.448 9.895
H -1.550 -3.031 10.032
H 3.146 -2.174 7.846
H 3.621 -2.498 6.212
H 4.545 -0.422 6.935
H 3.450 -0.152 5.603
H 2.807 0.308 7.088
C -1.709 3.697 -4.660
C -0.753 2.919 -5.540
O -0.074 1.945 -4.721
P 1.390 2.212 -4.170
O 2.501 2.175 -5.138
O 1.509 1.137 -2.985
C 2.859 0.679 -2.667
C 3.111 -0.581 -3.487
O 1.212 3.582 -3.383
C 2.264 4.550 -3.315
C 1.856 5.593 -2.304
H -2.399 3.054 -4.110
H -1.204 4.325 -3.925
H -2.342 4.368 -5.249
H -1.346 2.469 -6.331
H -0.005 3.618 -5.916
H 3.631 1.421 -2.865
H 2.808 0.472 -1.599
H 3.943 -1.208 -3.165
H 2.200 -1.181 -3.459
H 3.317 -0.309 -4.522
H 3.195 4.063 -3.013
H 2.421 5.018 -4.289
H 1.859 5.195 -1.288
H 2.518 6.458 -2.269
H 0.833 5.918 -2.504
C 4.591 -4.668 -6.143
C 4.652 -3.401 -5.309
N 5.340 -3.489 -4.027
C 6.767 -3.696 -4.073
C 7.521 -2.557 -4.735
C 4.706 -4.376 -3.059
C 3.263 -4.007 -2.715
H 5.487 -5.288 -6.168
H 4.278 -4.447 -7.169
H 3.772 -5.339 -5.857
H 5.162 -2.608 -5.859
H 3.640 -3.047 -5.111
H 7.120 -3.741 -3.040
H 7.070 -4.634 -4.567
H 7.367 -2.519 -5.819
H 7.188 -1.589 -4.356
H 8.606 -2.623 -4.654
H 5.310 -4.303 -2.152
H 4.746 -5.447 -3.311
H 3.157 -3.039 -2.237
H 2.895 -4.773 -2.029
H 2.569 -4.054 -3.556
C -0.193 3.439 -0.331
C 1.125 2.799 0.094
N 1.772 3.481 1.218
C 3.186 3.086 1.305
C 4.047 3.849 0.309
C 1.061 3.409 2.493
C 0.961 2.028 3.158
H -0.088 4.505 -0.531
H -0.936 3.388 0.467
H -0.560 2.964 -1.242
H 0.993 1.731 0.331
H 1.802 2.834 -0.760
H 3.509 3.328 2.320
H 3.247 1.998 1.166
H 4.137 4.888 0.633
H 5.053 3.425 0.290
H 3.636 3.894 -0.699
H 0.049 3.769 2.302
H 1.535 4.141 3.152
H 1.867 1.610 3.595
H 0.632 1.353 2.365
H 0.219 2.166 3.947
C 2.071 -0.411 1.833
C 1.767 -1.891 1.990
N 2.961 -2.731 2.188
C 2.581 -4.142 2.144
C 1.341 -4.565 2.968
C 3.674 -2.403 3.421
C 5.136 -2.816 3.409
H 1.184 0.147 1.524
H 2.816 -0.212 1.056
H 2.439 0.024 2.763
H 1.141 -1.984 2.888
H 1.194 -2.243 1.133
H 2.473 -4.399 1.085
H 3.429 -4.726 2.509
H 0.416 -4.172 2.556
H 1.322 -5.651 3.064
H 1.498 -4.219 3.993
H 3.183 -2.917 4.256
H 3.692 -1.332 3.601
H 5.706 -2.385 4.233
H 5.561 -2.438 2.471
H 5.401 -3.876 3.362
C 0.539 -3.498 -0.932
O -0.294 -3.170 0.163
C -0.931 -1.977 0.108
O -1.364 -1.448 1.093
O -0.889 -1.451 -1.097
C -1.258 -0.098 -1.278
H 1.405 -2.845 -1.042
H 0.001 -3.559 -1.878
H 0.943 -4.492 -0.740
H -0.693 0.370 -2.084
H -0.989 0.488 -0.399
H -2.295 0.009 -1.573
*
```